Formula: CH6NS
Source: the Open Molecules 2025 dataset
Level of theory: wB97M-V/def2-TZVPD

Its energy above the lowest of the compared OMol25 structures with the same formula, charge and spin is 0.246 eV. As for the total charge: -1. Its lowest unoccupied orbital energy is 4.286 eV.

Last column: Löwdin charge in e.
Element x y z (Å)
S 0.34 -2.02 -1.98  -0.26
H -0.84 -2.24 -1.37  -0.45
C 0.13 1.17 0.59  -0.25
N 0.04 -0.27 0.60  -0.13
H -0.37 1.67 -0.25  0.06
H -0.21 1.53 1.57  0.05
H 1.16 1.53 0.54  0.05
H 0.65 -0.82 -0.03  -0.09
H -0.89 -0.55 0.33  0.02

Formula: CH6NS
Source: the Open Molecules 2025 dataset
Level of theory: wB97M-V/def2-TZVPD

Its energy above the lowest of the compared OMol25 structures with the same formula, charge and spin is 0.162 eV. As for the total charge: -1. Its lowest unoccupied orbital energy is 4.357 eV.

Last column: Löwdin charge in e.
Element x y z (Å)
S -1.97 0.38 0.64  -0.34
H -2.31 -0.13 1.84  -0.50
C 1.68 0.41 -0.42  -0.22
N 2.01 -0.92 -0.97  -0.09
H 2.53 0.80 0.14  0.05
H 0.79 0.39 0.21  -0.03
H 1.48 1.09 -1.25  0.05
H 2.47 -1.49 -0.27  0.03
H 1.14 -1.37 -1.24  0.04

Formula: CH6NS
Source: the Open Molecules 2025 dataset
Level of theory: wB97M-V/def2-TZVPD

Its energy above the lowest of the compared OMol25 structures with the same formula, charge and spin is 0.465 eV. As for the total charge: -2. Its expectation value of S² is 0.751. As for the multiplicity: 2. Its lowest unoccupied orbital energy (alpha / beta) is 7.092 / 7.000 eV.

Last column: Löwdin spin population.
Element x y z (Å)
S 1.03 -1.11 -1.26  0.06
H 2.28 -0.65 -1.43  0.00
C -0.76 0.83 1.70  0.54
N -1.17 1.23 0.35  0.03
H -0.30 1.66 2.24  0.13
H -1.57 0.43 2.32  0.16
H -0.05 -0.01 1.70  0.05
H -1.79 0.53 -0.04  0.03
H -0.36 1.21 -0.26  0.01

Formula: CH6NS
Source: the Open Molecules 2025 dataset
Level of theory: wB97M-V/def2-TZVPD

Its energy above the lowest of the compared OMol25 structures with the same formula, charge and spin is 0.566 eV. As for the total charge: 0. Its expectation value of S² is 0.753. As for the multiplicity: 2. Its lowest unoccupied orbital energy (alpha / beta) is 0.818 / -2.758 eV.

Last column: Löwdin spin population.
Element x y z (Å)
S 1.66 -1.66 -1.04  0.94
H 2.55 -2.55 -1.52  0.05
C -0.42 1.06 0.65  0.00
N -1.23 0.13 -0.16  0.00
H -0.98 1.89 1.02  0.00
H 0.41 1.46 0.07  0.00
H 0.01 0.57 1.53  0.00
H -0.63 -0.15 -0.92  0.00
H -1.36 -0.73 0.36  0.00

Formula: CH6NS2
Source: the Open Molecules 2025 dataset
Level of theory: wB97M-V/def2-TZVPD

Its energy above the lowest of the compared OMol25 structures with the same formula, charge and spin is 1.978 eV. As for the total charge: +1. Its lowest unoccupied orbital energy is -5.566 eV.

Last column: Löwdin charge in e.
Element x y z (Å)
C 0.19 -0.45 0.40  -1.08
N 0.53 -0.11 -0.97  -0.03
S -1.27 -1.12 0.86  0.95
S 1.24 0.32 1.50  0.90
H 2.07 -1.24 -1.80  0.01
H 1.29 0.58 -1.00  0.07
H 2.39 -1.73 -2.19  0.06
H -0.04 -0.12 -1.94  0.21
H -0.98 -1.29 2.16  -0.07
H 0.97 -0.01 2.82  -0.04

Formula: CH6O3
Source: the Open Molecules 2025 dataset
Level of theory: wB97M-V/def2-TZVPD

Its energy above the lowest of the compared OMol25 structures with the same formula, charge and spin is 0.601 eV. As for the total charge: 0. Its structure (SMILES) is C=O.O.O. Its lowest unoccupied orbital energy is 0.387 eV.

Last column: Löwdin charge in e.
Element x y z (Å)
C -0.31 -0.17 0.28  -0.17
O 0.13 -1.05 -0.38  0.02
H 0.25 0.48 1.12  0.10
H -1.34 0.15 0.30  0.07
O 0.02 -3.30 -3.29  -0.05
H 0.61 -3.82 -2.83  -0.02
H -0.23 -2.62 -2.61  0.05
O 0.00 3.74 2.36  -0.10
H 1.00 3.66 2.18  0.08
H -0.13 2.92 2.88  0.03

Formula: CH6OS
Source: the Open Molecules 2025 dataset
Level of theory: wB97M-V/def2-TZVPD

Its energy above the lowest of the compared OMol25 structures with the same formula, charge and spin is 1.143 eV. As for the total charge: 0. Its structure (SMILES) is CO.S. Its lowest unoccupied orbital energy is 0.641 eV.

Last column: Löwdin charge in e.
Element x y z (Å)
C -0.57 -0.70 1.26  -0.16
O 0.86 -0.66 1.40  -0.10
H -0.90 -0.16 0.32  0.07
H -0.81 -1.88 1.26  0.12
H -1.04 -0.18 2.13  0.08
H 1.12 -0.02 0.85  -0.02
S 0.58 1.64 -2.71  0.54
H 0.04 1.52 -1.51  -0.26
H 0.72 0.43 -3.00  -0.28

Formula: CH6OSi
Source: the Open Molecules 2025 dataset
Level of theory: wB97M-V/def2-TZVPD

Its energy above the lowest of the compared OMol25 structures with the same formula, charge and spin is 4.924 eV. As for the total charge: 0. Its lowest unoccupied orbital energy (alpha / beta) is 0.276 / -0.696 eV.

Last column: Löwdin charge in e.
Element x y z (Å)
C 0.76 0.92 0.61  -0.11
O -0.05 0.48 -0.37  -0.49
Si -1.33 -0.49 -0.42  0.61
H 0.21 1.18 1.59  0.09
H 1.43 1.64 0.11  0.06
H 1.83 -1.56 -0.28  0.04
H -2.01 -0.02 -1.67  -0.08
H -2.03 -0.26 0.74  -0.12
H 1.20 -1.89 -0.30  0.00

Repeat the fifth record exactly.
Formula: CH6NS2
Source: the Open Molecules 2025 dataset
Level of theory: wB97M-V/def2-TZVPD

Its energy above the lowest of the compared OMol25 structures with the same formula, charge and spin is 1.978 eV. As for the total charge: +1. Its lowest unoccupied orbital energy is -5.566 eV.

Last column: Löwdin charge in e.
Element x y z (Å)
C 0.19 -0.45 0.40  -1.08
N 0.53 -0.11 -0.97  -0.03
S -1.27 -1.12 0.86  0.95
S 1.24 0.32 1.50  0.90
H 2.07 -1.24 -1.80  0.01
H 1.29 0.58 -1.00  0.07
H 2.39 -1.73 -2.19  0.06
H -0.04 -0.12 -1.94  0.21
H -0.98 -1.29 2.16  -0.07
H 0.97 -0.01 2.82  -0.04

- What is the energy above the lowest of the compared OMol25 structures with the same formula, charge and spin in the fifth record?
  1.978 eV